Here is a cluster of 2 separate species, C11H9NO6 in total at a distorted geometry from the Open Molecules 2025 dataset. Energies are from wB97M-V/def2-TZVPD.

Element x y z (Å)
O 4.656 1.369 -0.811
C 4.141 0.867 -1.878
O 4.032 1.607 -3.058
C 3.529 -0.636 -1.941
C 2.222 -0.535 -0.999
C 1.229 0.256 -1.962
C -0.316 0.391 -1.507
O -1.303 -0.113 -2.139
O -0.520 1.165 -0.353
C 1.583 -0.435 -3.364
O 0.935 -0.475 -4.430
O 2.902 -1.018 -3.213
H 4.400 -1.280 -1.589
H 1.998 -1.654 -0.798
H 2.354 -0.150 0.078
H 1.488 1.362 -2.181
N -1.946 -1.244 2.586
C -2.094 -0.293 1.645
C -3.012 0.742 1.735
C -3.828 0.801 2.854
C -3.698 -0.169 3.840
C -2.748 -1.162 3.660
H -1.436 -0.381 0.786
H -3.084 1.482 0.947
H -4.559 1.596 2.959
H -4.320 -0.153 4.728
H -2.607 -1.940 4.405

Output
Highest occupied orbital energy ... -0.0611 Eh
Lowest unoccupied orbital energy ... 4.69 eV
Charge ... -2
Gap between HOMO and LUMO ... 6.35 eV



Here is the molecule C2H3NOS at a distorted geometry from the Open Molecules 2025 dataset. Energies are from wB97M-V/def2-TZVPD.

Element x y z (Å)
C 0.024 0.525 -0.282
C -0.940 -0.426 -0.486
H 1.078 -0.811 1.058
H 1.784 0.933 0.537
H -2.123 0.015 -0.883
N 0.975 0.140 0.673
O 0.169 1.695 -0.650
S -0.967 -2.072 0.033

Output
Highest occupied orbital energy ... -0.3566 Eh
SMILES ... NC(=O)C=S
Lowest unoccupied orbital energy ... -2.18 eV
Relative energy (zero: lowest compared OMol25 entry of this formula, charge and spin) ... 212.8 kJ/mol
Gap between HOMO and LUMO ... 7.53 eV



Here is a structure of composition C32H54As2IMgN4O4P2S at a distorted geometry from the Open Molecules 2025 dataset. Energies are from wB97M-V/def2-TZVPD.

Element x y z (Å)
Mg -0.516 0.619 0.810
I -0.927 2.792 2.793
C -3.025 2.569 2.378
C -3.858 3.428 3.041
C -5.239 3.361 2.812
C -5.735 2.438 1.938
C -4.888 1.529 1.274
C -5.428 0.554 0.409
C -4.606 -0.363 -0.181
C -3.218 -0.299 0.036
C -2.608 0.661 0.813
C -3.471 1.574 1.479
H -3.462 4.162 3.726
H -5.894 4.044 3.329
H -6.794 2.383 1.736
H -6.498 0.539 0.253
H -5.016 -1.130 -0.829
H -2.604 -1.054 -0.434
C 4.529 0.909 -2.530
As 2.786 1.398 -1.677
C 3.383 3.216 -1.212
C 1.756 1.949 -3.250
C 2.214 1.783 -4.553
C 1.463 2.207 -5.635
C 0.242 2.819 -5.420
C -0.222 2.990 -4.126
C 0.511 2.552 -3.029
As -0.180 2.721 -1.181
C -2.107 2.821 -1.539
C 0.007 4.694 -1.000
H 4.900 1.681 -3.203
H 4.472 -0.038 -3.067
H 5.256 0.799 -1.721
H 3.488 3.818 -2.113
H 4.348 3.190 -0.705
H 2.657 3.680 -0.546
H 3.180 1.332 -4.738
H 1.839 2.075 -6.640
H -0.348 3.160 -6.258
H -1.175 3.484 -3.978
H -2.367 3.655 -2.191
H -2.611 2.976 -0.583
H -2.482 1.890 -1.965
H -0.127 5.186 -1.964
H 0.972 4.980 -0.587
H -0.771 5.027 -0.311
C -3.007 -1.792 2.983
N -2.169 -2.385 1.955
C -2.733 -3.602 1.420
P -0.562 -2.037 2.007
O -0.290 -0.631 2.298
O -0.001 -2.522 0.544
P 0.009 -1.822 -0.904
O -0.041 -0.355 -0.840
N -1.277 -2.497 -1.704
C -1.964 -1.771 -2.755
C -1.241 -3.937 -1.874
N 1.359 -2.518 -1.612
C 2.566 -2.914 -0.921
C 1.627 -1.968 -2.930
N 0.271 -2.987 3.086
C 0.277 -4.432 3.007
C 1.404 -2.420 3.791
H -3.098 -2.445 3.857
H -4.000 -1.625 2.561
H -2.586 -0.837 3.291
H -2.969 -4.313 2.216
H -2.043 -4.055 0.716
H -3.660 -3.354 0.899
H -1.785 -0.702 -2.634
H -3.038 -1.962 -2.688
H -1.618 -2.078 -3.749
H -0.544 -4.354 -1.150
H -0.898 -4.219 -2.874
H -2.239 -4.354 -1.711
H 2.363 -3.068 0.135
H 3.356 -2.162 -1.031
H 2.924 -3.855 -1.348
H 0.690 -1.760 -3.441
H 2.208 -2.681 -3.516
H 2.188 -1.024 -2.869
H -0.653 -4.786 2.568
H 0.372 -4.843 4.014
H 1.114 -4.801 2.404
H 1.337 -1.338 3.718
H 2.352 -2.766 3.369
H 1.364 -2.705 4.844
O 1.444 1.189 1.266
S 2.906 1.388 1.404
C 3.269 1.504 3.223
C 4.226 0.380 3.623
C 4.804 -0.241 2.349
C 3.674 -0.291 1.342
H 2.321 1.467 3.757
H 3.711 2.487 3.367
H 3.687 -0.388 4.179
H 5.029 0.749 4.262
H 5.213 -1.233 2.548
H 5.606 0.384 1.952
H 2.897 -1.008 1.608
H 4.019 -0.475 0.325

Output
Highest occupied orbital energy ... -0.3536 Eh
Lowest unoccupied orbital energy ... -1.75 eV
Charge ... +1
Relative energy (zero: lowest compared OMol25 entry of this formula, charge and spin) ... 157.2 kJ/mol
Gap between HOMO and LUMO ... 7.87 eV



Here is a cluster of 3 separate species, C27H30BrN3O2 in total at a distorted geometry from the Open Molecules 2025 dataset. Energies are from wB97M-V/def2-TZVPD.

Element x y z (Å)
C -1.223 7.285 -0.619
C -1.187 6.060 0.389
Br -1.170 4.438 -0.790
C 0.054 6.119 1.375
C 0.578 4.658 1.600
C 1.760 4.309 1.024
C 2.219 2.850 1.227
O 3.383 2.577 1.055
C 1.129 1.804 1.599
C 1.484 0.321 1.238
C 1.189 0.198 -0.337
C 2.352 -0.547 -1.122
C 2.833 0.306 -2.373
N 4.115 1.001 -2.174
C 5.038 0.978 -1.147
C 6.111 1.853 -1.551
C 5.771 2.392 -2.886
C 4.484 1.833 -3.217
C -0.040 2.146 2.203
C -0.245 3.661 2.458
O -1.036 4.063 3.280
H -1.000 8.257 -0.122
H -2.211 7.241 -1.130
H -0.427 7.055 -1.379
H -2.112 5.978 1.004
H 0.886 6.766 0.986
H -0.222 6.559 2.373
H 2.319 5.066 0.432
H 2.542 0.076 1.484
H 0.731 -0.336 1.736
H 1.122 1.242 -0.749
H 0.233 -0.360 -0.490
H 1.947 -1.514 -1.531
H 3.189 -0.827 -0.443
H 2.989 -0.448 -3.198
H 2.007 0.969 -2.727
H 4.901 0.387 -0.227
H 6.998 2.046 -0.922
H 6.382 3.107 -3.466
H 3.884 2.017 -4.128
H -0.805 1.391 2.493
N -1.638 -2.014 1.500
C -1.614 -3.072 0.681
C -1.421 -4.376 1.109
C -1.236 -4.600 2.464
C -1.255 -3.521 3.333
C -1.459 -2.257 2.803
H -1.760 -2.846 -0.370
H -1.414 -5.194 0.400
H -1.081 -5.605 2.838
H -1.114 -3.657 4.397
H -1.485 -1.382 3.444
N -3.591 -7.211 -0.744
C -4.256 -7.922 -1.660
C -5.511 -7.582 -2.138
C -6.116 -6.440 -1.636
C -5.447 -5.688 -0.684
C -4.193 -6.114 -0.276
H -3.743 -8.808 -2.020
H -6.002 -8.194 -2.883
H -7.098 -6.140 -1.983
H -5.887 -4.791 -0.268
H -3.630 -5.558 0.464

Output
Highest occupied orbital energy ... -0.2852 Eh
SMILES ... C[C@@H](Br)CC1=CC(=O)C(CCCCn2cccc2)=CC1=O.c1ccncc1.c1ccncc1
Lowest unoccupied orbital energy ... -0.70 eV
Gap between HOMO and LUMO ... 7.06 eV



Here is the ion C5H13N2O with charge -1 at a distorted geometry from the Open Molecules 2025 dataset. Energies are from wB97M-V/def2-TZVPD.

Element x y z (Å)
N 1.698 -0.406 1.328
C 1.077 -1.211 0.226
C 0.707 -0.595 -1.141
N -0.527 0.260 -1.168
C -0.210 1.087 -2.541
C -0.835 0.970 0.018
C -1.364 -0.038 1.185
O -0.611 -0.186 2.209
H 0.835 -0.272 2.151
H 1.574 0.634 1.120
H 0.201 -1.694 0.800
H 1.749 -2.072 0.036
H 0.587 -1.512 -1.736
H 1.589 -0.135 -1.614
H -0.961 1.694 -2.642
H -0.283 0.274 -3.154
H 0.697 1.564 -2.557
H 0.128 1.519 0.303
H -1.641 1.675 -0.013
H -1.739 -1.016 0.581
H -2.298 0.566 1.440

Output
Highest occupied orbital energy ... -0.0994 Eh
SMILES ... CN(CCN)CC[O-]
Lowest unoccupied orbital energy ... 3.89 eV
Charge ... -1
Relative energy (zero: lowest compared OMol25 entry of this formula, charge and spin) ... 366.2 kJ/mol
Gap between HOMO and LUMO ... 6.59 eV



Here is a structure of composition C23H50Br2N2O9P3S at a distorted geometry from the Open Molecules 2025 dataset. Energies are from wB97M-V/def2-TZVPD.

Element x y z (Å)
C -2.341 1.227 1.425
C -3.517 2.153 1.585
O -3.804 2.675 2.635
N -4.298 2.358 0.385
C -4.100 3.704 -0.144
C -5.689 1.990 0.591
C -6.575 2.186 -0.651
C -7.751 3.135 -0.381
C -8.706 2.593 0.725
P -10.219 2.032 -0.024
N -9.802 0.591 -0.753
C -10.685 -0.209 -1.070
S -11.783 -1.235 -1.381
C -11.605 1.775 1.129
Br -10.823 1.186 2.812
C -12.455 3.034 1.372
C -13.504 3.245 0.266
Br -11.399 4.647 1.602
H -2.655 0.427 0.756
H -1.993 0.854 2.381
H -1.575 1.792 0.890
H -3.035 3.935 -0.097
H -4.609 4.482 0.443
H -4.397 3.787 -1.186
H -5.701 0.922 0.827
H -6.131 2.486 1.470
H -7.012 1.222 -0.920
H -6.020 2.519 -1.523
H -8.301 3.242 -1.322
H -7.371 4.115 -0.102
H -8.234 1.780 1.275
H -8.910 3.386 1.439
H -10.554 2.949 -1.024
H -12.284 0.985 0.815
H -12.964 2.874 2.317
H -13.203 4.036 -0.415
H -14.431 3.560 0.739
H -13.704 2.323 -0.281
O 1.544 0.101 2.291
P 2.559 -0.944 2.496
O 3.741 -0.818 1.424
C 4.239 0.472 1.043
C 5.156 1.056 2.101
O 1.818 -2.278 1.877
C 0.407 -2.317 1.706
C 0.023 -2.037 0.265
O 3.223 -1.741 3.680
C 4.216 -2.764 3.427
C 5.611 -2.287 3.815
H 3.419 1.157 0.823
H 4.790 0.329 0.118
H 4.700 1.010 3.093
H 5.391 2.095 1.870
H 6.095 0.502 2.142
H -0.080 -1.611 2.379
H 0.078 -3.317 1.995
H 0.590 -1.200 -0.141
H -1.042 -1.810 0.188
H 0.236 -2.900 -0.367
H 4.175 -3.088 2.391
H 3.918 -3.611 4.041
H 5.639 -1.205 3.922
H 6.348 -2.586 3.070
H 5.918 -2.714 4.769
O 8.356 -1.618 -0.713
P 8.443 -2.336 -1.989
O 8.506 -1.311 -3.220
C 9.195 -0.064 -3.088
C 10.702 -0.219 -3.162
O 6.964 -2.961 -2.244
C 6.038 -3.095 -1.164
C 5.027 -1.968 -1.159
O 9.249 -3.585 -2.503
C 9.193 -3.997 -3.887
C 10.493 -3.672 -4.613
H 8.904 0.432 -2.161
H 8.845 0.562 -3.909
H 11.053 -1.005 -2.490
H 11.193 0.716 -2.894
H 11.015 -0.483 -4.172
H 6.568 -3.142 -0.212
H 5.532 -4.053 -1.297
H 5.504 -1.005 -1.340
H 4.500 -1.927 -0.208
H 4.292 -2.106 -1.955
H 8.333 -3.556 -4.384
H 9.033 -5.073 -3.862
H 11.082 -2.949 -4.054
H 10.297 -3.275 -5.608
H 11.107 -4.565 -4.733

Output
Highest occupied orbital energy ... -0.4076 Eh
Lowest unoccupied orbital energy ... -3.77 eV
Charge ... +1
Gap between HOMO and LUMO ... 7.32 eV



Here is a structure of composition C16H18B2FeN6O2 at a distorted geometry from the Open Molecules 2025 dataset. Energies are from wB97M-V/def2-TZVPD.

Element x y z (Å)
C 2.373 -1.399 -0.004
N 1.100 -1.206 -0.418
N 1.145 -0.211 -1.409
C 2.437 0.155 -1.617
C 3.239 -0.584 -0.758
B 0.033 0.142 -2.426
N -1.009 -1.007 -2.411
N -1.181 -1.952 -1.395
C -1.918 -2.977 -1.911
C -2.229 -2.675 -3.244
C -1.651 -1.441 -3.517
Fe -0.534 -2.089 0.281
N -0.599 1.604 -2.553
N -0.755 2.569 -1.546
C -1.251 3.668 -2.133
C -1.384 3.460 -3.534
C -0.976 2.144 -3.750
H -1.508 4.571 -1.587
H -0.883 1.573 -4.670
H -1.712 4.165 -4.268
H 0.619 0.012 -3.506
H -1.639 -0.854 -4.425
H 2.686 0.907 -2.360
H -2.782 -3.292 -3.926
H 4.312 -0.547 -0.688
H -2.192 -3.839 -1.316
H 2.598 -2.078 0.807
H -2.156 -1.201 0.845
C -2.181 -2.189 1.367
H -3.082 -2.705 1.000
H -1.291 -2.934 1.267
H -2.255 -1.973 2.442
O 0.151 -1.220 3.318
B -0.035 -0.927 1.910
O 0.400 0.434 1.684
C 0.850 0.878 2.870
C 1.475 2.074 3.132
C 1.882 2.318 4.451
C 1.604 1.398 5.466
C 0.965 0.191 5.187
C 0.644 -0.089 3.870
H 1.658 2.771 2.315
H 2.420 3.238 4.684
H 1.893 1.627 6.495
H 0.716 -0.511 5.982

Output
Highest occupied orbital energy (spin up / spin down) ... -0.4989 / -0.4985 Eh
2S+1 ... 5
Lowest unoccupied orbital energy (spin up / spin down) ... -7.15 / -10.22 eV
Charge ... +2
Gap between HOMO and LUMO (spin up / spin down) ... 6.43 / 3.35 eV



Here is a structure of composition C2H3LiO2 at a distorted geometry from the Open Molecules 2025 dataset. Energies are from wB97M-V/def2-TZVPD.

Element x y z (Å)
H -1.164 0.705 -1.009
C 1.212 0.509 0.370
O 2.314 0.129 0.132
O 0.190 -0.332 0.257
C -1.081 0.310 0.008
H -1.822 -0.487 0.107
H -0.686 1.331 0.514
Li 1.037 -2.165 -0.378

Output
Highest occupied orbital energy (spin up / spin down) ... -0.5414 / -0.5926 Eh
2S+1 ... 2
Lowest unoccupied orbital energy (spin up / spin down) ... -4.89 / -6.31 eV
Charge ... +1
Relative energy (zero: lowest compared OMol25 entry of this formula, charge and spin) ... 202.6 kJ/mol
Gap between HOMO and LUMO (spin up / spin down) ... 9.84 / 9.81 eV



| no. | DFT total energy (Ha) |
| --- | --- |
| 1 | -930.7461 |
| 2 | -606.1063 |
| 3 | -7822.0030 |
| 4 | -3935.4946 |
| 5 | -382.9244 |
| 6 | -8263.2090 |
| 7 | -2412.2886 |
| 8 | -235.6867 |